ORCA calculation (ωB97M-V/def2-TZVPD) on C4H6NO as an isolated structure at a distorted geometry.

For the frontier orbital gap (spin up / spin down), the calculation gives 10.334 / 10.333 eV. The calculation puts the energy above the lowest of the compared OMol25 structures with the same formula, charge and spin at 225.7 kJ/mol. The charge is +1. As for the spin multiplicity: 1.

```
12
Properties=species:S:1:pos:R:3:forces:R:3:mulliken_charge:R:1
O -0.725 1.262 0.083 1.1 0.7 0.1 -0.24
N 1.517 0.177 0.120 -9.5 0.5 0.5 -0.13
C -1.925 0.432 -0.002 -1.3 -0.7 0.0 -0.25
C -1.026 -0.828 0.036 -0.5 -0.5 0.1 -0.30
C 0.009 0.208 0.084 8.4 -0.3 -0.4 0.46
C 2.734 0.158 -0.061 1.2 0.0 -0.2 -0.15
H 3.397 0.134 0.805 0.0 0.0 0.0 0.27
H -2.577 0.598 0.854 0.2 0.0 0.0 0.28
H -1.020 -1.463 -0.850 0.1 0.1 0.0 0.27
H -1.118 -1.457 0.921 0.1 0.1 0.0 0.27
H 3.187 0.162 -1.052 -0.1 0.0 -0.1 0.27
H -2.452 0.617 -0.937 0.2 0.1 0.1 0.27
```
Forces are in eV/Å.